## a
{
  "formula": "C3H4N2O",
  "method": "ωB97M-V/def2-TZVPD",
  "symbols": ["O", "C", "C", "C", "N", "N", "H", "H", "H", "H"],
  "xyz": [[-2.130, 0.181, 0.262], [-0.769, 0.253, 0.162], [0.368, 0.953, 0.444], [1.593, -0.060, -0.155], [1.052, -1.079, -0.707], [-0.288, -1.020, -0.700], [-2.648, 0.875, 0.699], [0.704, 1.899, 0.904], [2.706, 0.003, -0.346], [-0.587, -2.005, -0.563]],
  "orbital_gap_ev": 9.57,
  "smiles": "Oc1ccn[nH]1"
}

## b
{
  "formula": "C3H4N2O",
  "method": "ωB97M-V/def2-TZVPD",
  "symbols": ["O", "C", "C", "C", "N", "N", "H", "H", "H", "H"],
  "xyz": [[-0.791, -1.595, 0.721], [1.241, -0.455, -0.274], [-0.072, -0.413, 0.509], [-0.874, 0.660, -0.184], [-0.187, 1.283, -1.057], [1.071, 0.583, -1.053], [-0.492, -1.999, 1.544], [0.255, 0.046, 1.464], [-1.896, 0.943, 0.042], [1.744, 0.948, -1.714]],
  "orbital_gap_ev": 9.41
}

## c
{
  "formula": "C3H4N2O",
  "method": "ωB97M-V/def2-TZVPD",
  "symbols": ["C", "C", "N", "O", "C", "N", "H", "H", "H", "H"],
  "xyz": [[0.294, 1.221, -1.015], [-0.089, 0.039, -0.197], [-1.174, -0.664, -0.359], [-1.127, -1.581, 0.690], [-0.010, -1.320, 1.360], [0.687, -0.350, 0.876], [-0.413, 1.417, -1.823], [0.333, 2.086, -0.345], [1.296, 1.068, -1.425], [0.203, -1.917, 2.237]],
  "orbital_gap_ev": 11.81,
  "smiles": "Cc1ncon1"
}

## d
{
  "formula": "C3H4N2O",
  "method": "ωB97M-V/def2-TZVPD",
  "symbols": ["O", "C", "C", "C", "N", "N", "H", "H", "H", "H"],
  "xyz": [[2.035, 0.257, -0.098], [0.692, 0.114, -0.086], [-0.146, -0.895, 0.325], [-1.436, -0.328, 0.182], [-1.404, 0.887, -0.328], [-0.084, 1.151, -0.475], [2.409, -0.417, 0.484], [0.120, -1.902, 0.609], [-2.383, -0.761, 0.478], [0.198, 1.895, -1.091]],
  "orbital_gap_ev": 9.49,
  "smiles": "Oc1ccn[nH]1"
}

Which of them is the least stable? Correct choice: b.

## a
{
  "formula": "C3H4N2O",
  "method": "ωB97M-V/def2-TZVPD",
  "symbols": ["O", "C", "N", "N", "C", "C", "H", "H", "H", "H"],
  "xyz": [[2.404, -0.314, 0.087], [1.196, -0.337, 0.199], [0.388, -1.435, 0.433], [-0.853, -0.967, 0.220], [-1.034, 0.271, -0.150], [0.319, 0.874, -0.175], [0.803, 1.063, -1.134], [-1.603, -1.638, 0.358], [-2.028, 0.689, -0.250], [0.409, 1.793, 0.413]],
  "orbital_gap_ev": 8.80
}

## b
{
  "formula": "C3H4N2O",
  "method": "ωB97M-V/def2-TZVPD",
  "symbols": ["N", "C", "N", "C", "C", "O", "H", "H", "H", "H"],
  "xyz": [[-1.227, 0.298, 1.552], [-0.303, 0.184, 0.549], [-0.609, -0.667, -0.408], [0.453, -0.655, -1.246], [1.481, 0.141, -0.903], [0.864, 0.814, 0.432], [-2.005, -0.340, 1.441], [-1.188, 0.836, 2.401], [0.466, -1.274, -2.132], [2.068, 0.663, -1.685]],
  "orbital_gap_ev": 9.38,
  "smiles": "Nc1ncco1"
}

## c
{
  "formula": "C3H4N2O",
  "method": "ωB97M-V/def2-TZVPD",
  "symbols": ["O", "C", "N", "C", "C", "N", "H", "H", "H", "H"],
  "xyz": [[0.569, -2.801, -1.048], [1.121, -1.793, -0.820], [-1.734, 0.117, -0.562], [-0.902, 0.539, 0.240], [-0.101, 1.326, 0.925], [1.779, -0.819, -0.507], [-2.701, 0.208, -0.231], [-0.257, 2.383, 0.715], [0.605, 1.027, 1.695], [1.617, 0.127, -0.820]],
  "orbital_gap_ev": 10.08,
  "smiles": "C=C=N.N=C=O"
}

Which of them is the least stable? Correct choice: a.

## a
{
  "formula": "C3H4N2O",
  "method": "ωB97M-V/def2-TZVPD",
  "symbols": ["O", "C", "C", "N", "C", "N", "H", "H", "H", "H"],
  "xyz": [[-1.544, 2.564, 0.237], [-1.543, 1.585, -0.338], [-0.836, -1.263, -0.025], [0.224, -1.184, -0.719], [1.249, -0.362, -0.220], [0.996, 0.707, 0.417], [-0.927, -0.816, 0.971], [-1.703, -1.778, -0.437], [2.251, -0.694, -0.510], [1.851, 1.217, 0.635]],
  "orbital_gap_ev": 10.71
}

## b
{
  "formula": "C3H4N2O",
  "method": "ωB97M-V/def2-TZVPD",
  "symbols": ["C", "C", "C", "N", "N", "O", "H", "H", "H", "H"],
  "xyz": [[-0.798, -0.430, 0.164], [0.911, -0.314, -1.502], [-0.243, 0.265, 1.486], [0.056, -0.898, -0.832], [-1.043, 1.003, 0.609], [0.382, 1.265, 0.914], [-1.689, -0.880, 0.171], [1.661, -0.834, -2.144], [0.887, 0.834, -1.328], [-0.124, -0.009, 2.462]],
  "orbital_gap_ev": 10.42,
  "smiles": "C=N[C@H]1[C@H]2ON21"
}

Which of them is the least stable? Correct choice: b.